Entry 1:
Computed, not measured: 8 unconnected molecules or ions with the total composition C34H52BClFI2O26S in a non-equilibrium geometry, with ωB97M-V/def2-TZVPD.

Element x y z (Å)
C: 4.3081 0.8381 -2.2441
C: 3.8135 0.8381 -0.8283
F: 2.8086 -0.1346 -0.6726
C: 3.3243 2.2051 -0.3101
C: 3.7865 2.2817 1.1548
C: 3.6705 3.6611 1.8195
C: 3.1122 3.6304 3.2640
S: 1.7784 4.7743 3.5543
O: 1.5309 5.6335 2.4586
O: 0.6431 4.0694 4.0606
O: 2.3105 5.6596 4.7800
O: 3.9852 3.2420 -0.9570
B: 2.9157 3.9264 -1.7868
C: 3.2602 5.4161 -2.2921
C: 2.3521 5.9006 -3.4114
C: 2.4570 5.0271 -4.6474
I: 1.8638 6.0284 -6.4465
O: 1.7588 3.7880 -0.8923
C: 1.7662 2.4327 -0.4929
Cl: 0.8387 2.4410 1.0394
C: 1.0407 1.6537 -1.5942
C: 0.2113 0.4318 -1.1571
C: -1.1710 0.5056 -1.7734
I: -2.0707 -1.4284 -1.9914
H: 4.4353 -0.1797 -2.5856
H: 5.2564 1.3485 -2.3135
H: 3.6372 1.3455 -2.9235
H: 4.6338 0.4896 -0.2123
H: 4.8344 2.0182 1.1771
H: 3.2693 1.5276 1.7224
H: 3.1100 4.3428 1.1979
H: 4.6800 4.0262 1.9230
H: 3.8925 3.8869 3.9665
H: 2.7305 2.6755 3.5840
H: 1.5855 5.6652 5.4186
H: 2.8460 3.2215 -2.8237
H: 3.1924 6.1380 -1.4786
H: 4.2822 5.4181 -2.6698
H: 1.3110 5.9232 -3.1081
H: 2.6023 6.9168 -3.7005
H: 1.7941 4.1848 -4.5595
H: 3.4413 4.6067 -4.7712
H: 1.7311 1.3224 -2.3465
H: 0.3954 2.3767 -2.0723
H: 0.1159 0.3622 -0.0850
H: 0.6659 -0.4768 -1.5257
H: -1.8280 1.1375 -1.1961
H: -1.1346 0.9300 -2.7635
C: 1.6123 -1.8278 4.6018
C: 2.0371 -1.8597 3.1453
O: 2.6595 -0.5782 2.9897
C: 3.0669 -0.1447 4.1987
O: 3.7510 0.8184 4.3749
O: 2.5893 -0.9385 5.1781
H: 1.6439 -2.7980 5.0787
H: 0.6221 -1.3941 4.7408
H: 2.7740 -2.6380 2.9399
H: 1.2096 -1.9646 2.4495
C: -0.9074 -5.9634 2.0153
C: 0.5455 -6.3000 2.2835
O: 0.9030 -5.3149 3.2631
C: -0.2222 -4.9061 3.8878
O: -0.2367 -4.2107 4.8524
O: -1.3190 -5.3837 3.2624
H: -1.5171 -6.8321 1.7835
H: -1.0251 -5.2191 1.2266
H: 0.6707 -7.2918 2.7233
H: 1.1774 -6.2103 1.4088
C: 0.2226 8.1957 7.6550
C: 1.6785 7.7705 7.6697
O: 2.2597 8.7136 8.5770
C: 1.2838 9.1797 9.3932
O: 1.4688 9.8464 10.3569
O: 0.0660 8.7777 8.9549
H: -0.4695 7.3689 7.5225
H: 0.0184 8.9567 6.9010
H: 1.8165 6.7653 8.0727
H: 2.1536 7.8348 6.6941
C: -7.6486 -1.2285 -2.5341
C: -6.5432 -2.0922 -1.9617
O: -6.1352 -2.8526 -3.1123
C: -6.4736 -2.1611 -4.2213
O: -6.1271 -2.4459 -5.3237
O: -7.2621 -1.1102 -3.9108
H: -7.7139 -0.2492 -2.0701
H: -8.6258 -1.7125 -2.4867
H: -5.6938 -1.5098 -1.6055
H: -6.8786 -2.7470 -1.1673
C: -6.2816 -5.3351 2.8476
C: -7.6242 -5.2769 2.1431
O: -7.6791 -3.9128 1.7113
C: -6.4084 -3.4423 1.6217
O: -6.1067 -2.4046 1.1329
O: -5.5376 -4.3241 2.1619
H: -5.7859 -6.2971 2.7561
H: -6.3503 -5.0653 3.9023
H: -7.6636 -5.9248 1.2660
H: -8.4650 -5.5027 2.7927
C: 4.4606 -2.3212 -4.7192
C: 3.4447 -3.2274 -5.3855
O: 3.1594 -4.1718 -4.3468
C: 3.4471 -3.5908 -3.1562
O: 3.1632 -4.0519 -2.0993
O: 4.0986 -2.4263 -3.3388
H: 4.3973 -1.2872 -5.0468
H: 5.4855 -2.6750 -4.8412
H: 2.5245 -2.7026 -5.6453
H: 3.8287 -3.7350 -6.2658
C: -4.1873 -4.8959 -6.4566
C: -4.0273 -6.1970 -5.6970
O: -4.7932 -7.1108 -6.4913
C: -4.8587 -6.6226 -7.7560
O: -5.2772 -7.2291 -8.6878
O: -4.3814 -5.3613 -7.8043
H: -3.3143 -4.2526 -6.3981
H: -5.0637 -4.3328 -6.1433
H: -2.9923 -6.5436 -5.6672
H: -4.4176 -6.1516 -4.6842

Properties
Charge = -1
Kohn-Sham gap = 6.26 eV
HOMO energy = -0.18734 Eh
LUMO level = 1.17 eV

Atomic partial charges in e from the Mulliken method, atoms 1 to 8: C -1.667; C -0.036; F -0.389; C 1.374; C -1.656; C -1.164; C -0.355; S 1.292

Entry 2:
Computed, not measured: a molecular structure, C34H52BO4SeTa in a non-equilibrium geometry, with ωB97M-V/def2-TZVPD.

Element x y z (Å)
Ta: -0.4385 0.4741 1.8806
C: 1.6535 2.7043 -4.6826
C: 0.1250 2.2375 -4.7249
C: -0.0190 0.9314 -5.5230
C: -0.6454 3.2849 -5.4886
C: -0.1963 2.1379 -3.2341
C: 0.4553 1.1915 -2.4790
C: 0.3242 1.2097 -1.0904
Se: 1.3854 0.0058 0.0856
C: 0.6163 -1.6939 -0.2837
C: 1.2361 -2.3877 -1.3400
C: 0.6771 -3.5609 -1.7927
C: -0.5357 -3.8498 -1.1404
C: -1.0965 -3.2170 -0.0699
C: -0.4269 -2.1588 0.5072
O: -0.7812 -1.3743 1.5794
C: -2.4884 -3.7194 0.5660
C: -3.4841 -2.5215 0.6195
C: -3.1687 -4.7545 -0.3218
C: -2.1897 -4.2587 1.9108
C: 1.3292 -4.3587 -2.8727
C: 2.3432 -5.4183 -2.3269
C: 0.2664 -4.9619 -3.7521
C: 2.1267 -3.4345 -3.7846
C: -0.5020 2.1396 -0.4242
O: -0.4759 2.1309 0.9437
C: -1.2191 3.0573 -1.1729
C: -1.0508 2.9897 -2.5650
C: -2.2651 3.9646 -0.4716
C: -3.1395 4.6332 -1.4806
C: -1.5523 5.0112 0.3972
C: -3.1458 3.1234 0.4454
H: 1.8635 3.0936 -5.6485
H: 1.7642 3.4770 -3.8952
H: 2.3375 1.8919 -4.4446
H: 0.5244 0.9963 -6.4607
H: 0.4859 0.0876 -4.9808
H: -1.0236 0.5518 -5.6144
H: -0.1762 3.2599 -6.5458
H: -1.6740 2.9880 -5.6086
H: -0.4809 4.2890 -5.1491
H: 1.0691 0.4206 -2.9110
H: 2.1275 -1.9640 -1.6960
H: -1.0176 -4.7903 -1.4380
H: -3.6397 -2.0381 -0.3495
H: -4.4311 -2.7711 1.0487
H: -3.1431 -1.7965 1.3220
H: -3.3770 -4.3178 -1.3370
H: -2.5545 -5.6273 -0.4490
H: -4.1659 -4.9654 0.0685
H: -1.3625 -4.9967 1.8980
H: -1.9313 -3.4649 2.6225
H: -3.0242 -4.8382 2.3375
H: 1.8078 -6.1781 -1.9085
H: 2.9192 -5.8024 -3.2177
H: 3.1128 -4.9216 -1.6493
H: -0.3088 -5.7541 -3.2712
H: -0.4210 -4.2388 -4.2060
H: 0.6016 -5.5600 -4.6101
H: 3.0577 -3.0312 -3.4191
H: 2.3593 -4.0228 -4.6557
H: 1.5223 -2.6066 -4.1752
H: -1.5292 3.7884 -3.1142
H: -2.5620 5.4743 -1.8480
H: -3.5161 3.9557 -2.2781
H: -4.0918 4.9755 -0.9539
H: -1.3515 5.9345 -0.1862
H: -2.0904 5.2153 1.3018
H: -0.5529 4.7796 0.6589
H: -3.6117 2.2827 -0.1152
H: -2.5543 2.8083 1.3149
H: -3.9638 3.6624 0.8777
C: 1.0376 0.3723 6.4708
C: 2.2877 0.8334 5.6538
C: 3.4711 -0.0812 5.9792
O: 2.0522 0.9320 4.2436
B: 0.8558 0.8727 3.5892
O: -0.4434 0.9841 3.8412
C: 2.7136 2.1969 6.1259
C: 2.8894 2.5658 7.5627
C: 3.0308 3.2063 5.1509
H: 0.7504 -0.5658 6.0281
H: 0.1543 1.0481 6.3126
H: 1.1985 0.0897 7.5219
H: 3.2505 -1.1084 5.6677
H: 3.7287 -0.0883 7.0442
H: 4.3448 0.2830 5.3628
H: 3.9432 2.9989 7.7352
H: 2.8187 1.6594 8.2648
H: 2.1972 3.3878 7.7634
H: 3.4746 2.7876 4.2537
H: 3.4474 4.1362 5.5377
H: 2.0820 3.6858 4.6629

Properties
Charge = +2
Kohn-Sham gap = 5.73 eV
Relative energy (zero: lowest compared OMol25 entry of this formula, charge and spin) = 0.0000 eV
HOMO energy = -0.49676 Eh
LUMO level = -7.79 eV

Atomic partial charges in e from the Mulliken method, atoms 1 to 8: Ta 0.521; C -1.581; C 1.910; C -1.226; C -2.075; C -1.169; C -0.651; C 0.152

Entry 3:
Computed, not measured: 5 unconnected molecules or ions with the total composition C34H53F9N6O9P3S in a non-equilibrium geometry, with ωB97M-V/def2-TZVPD.

Element x y z (Å)
C: 1.4860 -4.0703 4.8537
C: 0.0858 -3.8755 4.3428
O: -0.5377 -4.7322 3.7893
O: -0.4311 -2.6552 4.6062
C: -0.9128 -1.8609 3.4866
C: 0.1292 -1.5156 2.4087
C: 0.4314 -2.5832 1.3457
C: -0.6341 -3.6092 0.9373
C: -1.4344 -3.2339 -0.2970
F: -1.6615 -4.3270 -1.0703
F: -0.7240 -2.3883 -1.0845
C: -2.8074 -2.4979 -0.0751
F: -2.6912 -1.6127 0.9166
F: -3.0843 -1.8122 -1.1929
S: -4.3367 -3.5979 0.2929
F: -4.2811 -4.1829 -1.1843
F: -5.3016 -2.4301 -0.2273
F: -4.4580 -3.0426 1.7692
F: -3.4366 -4.7948 0.8267
F: -5.6171 -4.4788 0.5563
C: 1.4350 -0.9867 3.0329
O: 1.1772 0.3427 3.3449
P: 0.4390 1.1134 1.9854
C: -0.4690 1.8519 0.4988
C: -0.4525 1.0298 -0.7941
C: 0.8768 1.0889 -1.5786
C: 1.3248 -0.2343 -2.2411
C: 2.5782 -0.8846 -1.6245
N: 3.6509 -1.1123 -2.6146
P: -1.3249 1.8267 3.2990
P: -0.8493 1.8412 5.4237
O: 0.5289 1.6863 5.9269
O: -1.7861 0.6520 6.0415
O: -1.6469 3.1273 5.9759
N: 1.4906 2.6855 2.2220
C: 2.6898 2.5654 1.4734
C: 3.7673 1.5589 1.8293
O: 2.8700 3.2835 0.5218
C: 1.6502 3.3044 3.4890
C: 2.8248 2.9704 4.3787
O: 0.8597 4.1399 3.8385
O: -0.4400 -0.3935 1.7683
H: 2.1925 -3.7437 4.0858
H: 1.6719 -3.4740 5.7476
H: 1.6489 -5.1297 5.0516
H: -1.2399 -0.9196 3.9205
H: -1.7943 -2.3554 3.0734
H: 0.7612 -2.0234 0.4677
H: 1.3065 -3.1554 1.6830
H: -0.1377 -4.5410 0.6517
H: -1.2982 -3.8740 1.7577
H: 1.7236 -1.4967 3.9553
H: 2.2633 -1.1009 2.3095
H: 1.4909 0.6282 1.1302
H: -1.5164 2.0176 0.7806
H: -0.0424 2.8378 0.2938
H: -0.7533 -0.0058 -0.6128
H: -1.2287 1.4548 -1.4467
H: 1.6763 1.4501 -0.9288
H: 0.7754 1.8400 -2.3703
H: 0.5015 -0.9579 -2.2193
H: 1.5529 -0.0710 -3.2994
H: 2.9403 -0.2555 -0.8035
H: 2.3168 -1.8488 -1.1743
H: 4.4549 -0.5324 -2.4053
H: 3.9831 -2.0672 -2.5656
H: -1.3145 3.2214 3.1317
H: -1.1987 -0.0010 6.4471
H: -2.2683 2.8787 6.6710
H: 4.1501 1.1106 0.9107
H: 3.4190 0.7984 2.5235
H: 4.5889 2.1046 2.3049
H: 3.1584 1.9417 4.2758
H: 3.6455 3.6590 4.1426
H: 2.4995 3.1547 5.4003
N: -5.7606 0.1716 -1.6922
C: -5.3893 0.6207 -2.9287
C: -6.1412 1.7302 -3.2153
C: -7.0001 1.9556 -2.1043
C: -6.7389 0.9766 -1.1814
H: -5.3662 -0.6348 -1.2418
H: -4.6214 0.1233 -3.4982
H: -6.0783 2.3167 -4.1167
H: -7.7210 2.7485 -1.9925
H: -7.1602 0.7906 -0.2083
N: 3.5115 6.2270 -0.4175
C: 4.2975 6.8662 -1.3315
C: 4.3789 8.1872 -0.9695
C: 3.6068 8.3447 0.2142
C: 3.0857 7.1141 0.5259
H: 3.2759 5.2464 -0.4259
H: 4.7325 6.3321 -2.1590
H: 4.9285 8.9521 -1.4933
H: 3.4509 9.2536 0.7716
H: 2.4513 6.7947 1.3356
N: -0.8392 -0.1539 -4.2757
C: -0.5926 0.2800 -5.5471
C: -1.5465 -0.2634 -6.3683
C: -2.4030 -1.0561 -5.5547
C: -1.9367 -0.9674 -4.2694
H: -0.2932 0.0827 -3.4637
H: 0.2361 0.9334 -5.7600
H: -1.6224 -0.1099 -7.4320
H: -3.2592 -1.6259 -5.8758
H: -2.2873 -1.4112 -3.3540
N: 2.1956 -4.8604 -4.0494
C: 2.6169 -4.4396 -5.2823
C: 1.8941 -3.3241 -5.6124
C: 1.0026 -3.0595 -4.5368
C: 1.2125 -4.0245 -3.5894
H: 2.5526 -5.6578 -3.5576
H: 3.3917 -4.9646 -5.8145
H: 1.9916 -2.7556 -6.5222
H: 0.2899 -2.2574 -4.4628
H: 0.7475 -4.1823 -2.6306

Properties
Charge = -1
Kohn-Sham gap = 7.32 eV
HOMO energy = -0.19964 Eh
LUMO level = 1.89 eV

Atomic partial charges in e from the Mulliken method, atoms 1 to 8: C -1.190; C 1.051; O -0.568; O -0.341; C -0.497; C 1.027; C 0.025; C -1.861

Entry 4:
Computed, not measured: a molecular structure, C34H54F5N2O3ReSbSe4Te, with ωB97M-V/def2-TZVPD.

Element x y z (Å)
Re: -0.3214 0.1268 0.0199
C: -1.6497 -1.9261 1.8549
N: -0.3697 -1.7640 1.1162
C: -0.2049 -2.9404 0.2238
C: 0.7735 -1.7164 2.0827
C: 1.0283 -0.3082 2.5977
N: 1.2560 0.6316 1.4611
C: 1.1486 2.0603 1.8967
C: -0.1254 2.4540 2.5940
C: -0.0728 3.4182 3.5793
C: -1.2389 3.8954 4.1822
C: -2.4473 3.3730 3.7475
C: -2.5684 2.3988 2.7522
C: -1.3684 1.9477 2.2146
O: -1.3511 0.9285 1.2956
C: -3.9845 1.9717 2.3420
C: -4.6807 1.3265 3.5479
C: -4.0514 0.9838 1.1733
C: -4.7519 3.2341 1.9118
C: -1.1448 4.9607 5.2704
C: -0.3131 4.4119 6.4384
C: -0.4593 6.2077 4.6930
C: -2.5190 5.3671 5.8019
C: 2.6482 0.4406 0.9324
C: 2.8845 0.8515 -0.4903
C: 3.9109 1.7133 -0.8453
C: 4.2213 1.9093 -2.1843
C: 3.5347 1.1466 -3.1330
C: 2.5101 0.2533 -2.8319
C: 2.1706 0.2016 -1.4816
O: 1.0597 -0.5084 -1.0304
C: 1.9292 -0.7112 -3.8751
C: 2.5264 -0.4609 -5.2616
C: 2.3185 -2.1331 -3.4369
C: 0.4059 -0.6229 -4.0127
C: 5.2925 2.8938 -2.6471
C: 6.3885 2.1387 -3.4116
C: 5.9394 3.6292 -1.4732
C: 4.6429 3.9329 -3.5725
H: -1.6566 -2.8967 2.3549
H: -2.4807 -1.8748 1.1532
H: -1.7627 -1.1319 2.5883
H: -0.1823 -3.8541 0.8214
H: 0.7175 -2.8439 -0.3421
H: -1.0421 -2.9885 -0.4703
H: 1.6480 -2.1012 1.5610
H: 0.5713 -2.3884 2.9202
H: 1.8958 -0.3110 3.2640
H: 0.1784 0.0611 3.1713
H: 1.2840 2.6579 0.9926
H: 1.9863 2.2650 2.5687
H: 0.8932 3.8095 3.8751
H: -3.3587 3.7408 4.1928
H: -4.1616 0.4171 3.8608
H: -5.7044 1.0576 3.2812
H: -4.7245 1.9995 4.4040
H: -3.6076 0.0190 1.4213
H: -3.5648 1.3841 0.2827
H: -5.1038 0.8072 0.9394
H: -4.8775 3.9397 2.7328
H: -5.7473 2.9529 1.5625
H: -4.2268 3.7373 1.0997
H: 0.6996 4.1523 6.1268
H: -0.7784 3.5206 6.8634
H: -0.2362 5.1639 7.2252
H: 0.5546 5.9936 4.3531
H: -0.3965 6.9834 5.4578
H: -1.0227 6.6056 3.8475
H: -3.0448 4.5241 6.2545
H: -3.1475 5.7913 5.0167
H: -2.3955 6.1297 6.5714
H: 2.8806 -0.6203 1.0177
H: 3.3298 0.9769 1.5957
H: 4.4607 2.2229 -0.0654
H: 3.8201 1.2558 -4.1680
H: 3.6029 -0.6400 -5.2841
H: 2.3298 0.5551 -5.6068
H: 2.0626 -1.1449 -5.9732
H: 3.3985 -2.2207 -3.3055
H: 2.0069 -2.8528 -4.1960
H: 1.8336 -2.4068 -2.4980
H: 0.1093 0.3264 -4.4516
H: -0.1084 -0.7269 -3.0587
H: 0.0698 -1.4319 -4.6663
H: 6.8567 1.3825 -2.7786
H: 7.1611 2.8373 -3.7367
H: 5.9956 1.6428 -4.2996
H: 6.4542 2.9431 -0.7971
H: 5.2059 4.2021 -0.9021
H: 6.6812 4.3320 -1.8533
H: 4.2063 3.4682 -4.4570
H: 5.3924 4.6519 -3.9075
H: 3.8518 4.4775 -3.0544
F: -2.5577 3.4826 -3.9458
Te: -1.8128 2.8103 -2.3227
F: -0.3083 2.2036 -3.3500
F: -0.8798 4.4124 -2.3374
F: -0.1080 1.8763 -0.8260
F: -2.2543 3.5286 -0.5065
O: -1.7741 -0.1197 -1.2073
Se: -7.1791 -0.5583 -2.1174
Sb: -5.4731 0.9364 -2.6066
Se: -2.8474 -1.3590 -1.9390
Se: -5.2154 3.1682 -2.0322
Se: -3.4380 -0.0961 -3.7820

Properties
Charge = +1
Kohn-Sham gap (alpha / beta) = 6.46 / 6.44 eV
Relative energy (zero: lowest compared OMol25 entry of this formula, charge and spin) = 0.0000 eV
HOMO energy (alpha / beta) = -0.40435 / -0.40381 Eh
LUMO level (alpha / beta) = -4.54 / -4.55 eV

Atomic partial charges in e from the Mulliken method, atoms 1 to 8: Re 1.331; C -1.101; N -0.741; C -1.011; C -0.876; C -0.838; N -0.128; C -1.825